1.
{"formula": "C4H6NO", "method": "ωB97M-V/def2-TZVPD", "species": ["C", "C", "C", "C", "N", "O", "H", "H", "H", "H", "H", "H"], "coordinates": [[2.2030, -0.6077, 0.8591], [0.3609, 0.2212, 0.1649], [-1.5814, 0.1522, -1.1501], [-0.8744, 0.2677, 0.2844], [1.4833, -1.1853, 1.6747], [1.5026, 0.2798, -0.0407], [3.2873, -0.5172, 0.8537], [-0.9980, -0.4048, -1.7953], [-2.5329, -0.3809, -0.9406], [-1.6429, 1.2942, -1.3719], [-1.2959, 0.7380, 1.1814], [1.8791, -1.7336, 2.3971]], "forces_ev_per_a": [[1.50, -1.61, 2.29], [-4.99, 0.60, 0.42], [-1.66, 2.49, 3.19], [-1.79, 0.55, -0.89], [-0.53, 0.83, -1.12], [5.87, 0.49, -0.97], [-0.19, 0.20, -0.79], [1.19, -0.84, -1.51], [0.44, 0.73, -0.54], [-0.43, -2.35, -0.29], [-0.19, -0.38, -0.42], [0.78, -0.70, 0.63]], "homo_energy_ev": -15.52, "max_force_ev_per_a": 5.967, "relative_energy_kcal_mol": 82.2, "multiplicity": 1, "energy_ha": -285.5912, "total_charge": 1, "homo_lumo_gap_ev": 10.3}

2.
{"formula": "C2H7OS2", "method": "ωB97M-V/def2-TZVPD", "species": ["C", "O", "H", "H", "H", "C", "S", "S", "H", "H", "H", "H"], "coordinates": [[-0.2352, -0.2384, -1.9714], [-0.7911, -0.6060, -3.0808], [0.7590, -0.6658, -1.7451], [-2.7592, 1.0880, -0.7120], [-0.4407, 0.6809, -1.4121], [0.9911, -0.7465, 1.7198], [2.2295, 0.5452, 1.9566], [1.5730, 2.0899, 0.7176], [0.0928, -0.3473, 1.2475], [1.3269, -1.5654, 1.0851], [0.7167, -1.1987, 2.6823], [-3.4628, 0.9639, -0.4876]], "forces_ev_per_a": [[0.54, -0.80, -0.26], [-0.41, 0.33, -0.02], [-0.02, 0.13, 0.22], [-0.09, -0.11, 0.04], [-0.30, 0.16, -0.15], [-0.33, -0.55, 0.09], [0.00, 0.29, 0.01], [0.24, 0.02, 0.25], [0.07, 0.19, 0.03], [0.19, 0.08, -0.20], [0.02, 0.17, 0.04], [0.10, 0.09, -0.04]], "homo_energy_ev": [3.39, 0.80], "max_force_ev_per_a": 0.995, "relative_energy_kcal_mol": 0.0, "multiplicity": 2, "energy_ha": -951.8554, "total_charge": -2, "homo_lumo_gap_ev": [2.6, 5.1]}

3.
{"formula": "C18H54O9S9", "method": "ωB97M-V/def2-TZVPD", "species": ["C", "S", "O", "C", "H", "H", "H", "H", "H", "H", "C", "S", "O", "C", "H", "H", "H", "H", "H", "H", "C", "S", "O", "C", "H", "H", "H", "H", "H", "H", "C", "S", "O", "C", "H", "H", "H", "H", "H", "H", "C", "S", "O", "C", "H", "H", "H", "H", "H", "H", "C", "S", "O", "C", "H", "H", "H", "H", "H", "H", "C", "S", "O", "C", "H", "H", "H", "H", "H", "H", "C", "S", "O", "C", "H", "H", "H", "H", "H", "H", "C", "S", "O", "C", "H", "H", "H", "H", "H", "H"], "coordinates": [[16.1874, -17.1887, 50.3908], [17.3382, -15.9600, 49.9495], [16.9260, -14.6668, 50.5944], [18.6789, -16.5958, 50.8265], [15.1206, -17.0912, 50.0023], [15.9005, -17.0878, 51.3329], [16.7676, -18.2376, 50.3129], [18.9428, -17.7167, 50.8632], [18.5877, -16.5069, 51.8833], [19.6680, -16.2349, 50.7592], [20.2547, -12.7801, 50.2170], [20.0606, -11.8980, 51.6692], [21.0046, -10.6929, 51.7610], [18.4841, -11.0857, 51.2799], [19.5281, -13.2632, 50.3385], [21.0617, -13.5454, 50.1142], [20.2067, -12.1566, 49.4334], [18.7540, -10.1606, 50.6543], [18.1488, -10.9247, 52.3968], [17.7841, -11.6657, 51.0410], [15.3096, -11.7025, 54.1111], [16.0293, -13.0016, 52.9823], [17.4292, -13.1493, 53.5331], [15.1802, -14.5019, 53.6742], [15.8300, -10.7233, 53.9526], [15.7171, -12.0800, 55.1809], [14.2592, -11.6406, 53.8732], [14.3610, -14.6964, 53.0947], [14.8899, -14.2520, 54.7388], [15.6807, -15.2857, 53.3743], [15.4449, -19.9082, 47.6844], [15.7420, -18.4189, 46.7706], [16.7831, -17.6675, 47.5248], [16.5921, -19.1414, 45.2791], [14.9841, -20.6201, 46.9924], [14.8492, -19.5202, 48.7065], [16.3340, -20.4356, 48.1506], [16.8243, -18.2994, 44.6042], [15.9794, -19.9999, 44.8193], [17.4601, -19.3735, 45.9238], [14.7403, -11.4035, 49.1981], [15.5720, -12.8695, 48.6200], [14.9693, -13.0670, 47.2341], [17.1325, -12.0885, 48.1007], [13.7222, -11.5058, 49.5781], [14.7210, -10.7519, 48.3063], [15.3411, -10.7603, 49.9805], [17.8295, -12.9299, 47.9547], [17.5143, -11.2079, 48.8922], [16.9017, -11.5823, 47.1123], [15.0191, -19.2878, 53.7331], [15.6948, -20.9678, 53.7815], [16.6902, -20.9651, 52.6592], [16.6628, -20.6265, 55.2285], [14.2266, -19.3848, 52.9613], [15.9290, -18.6651, 53.2862], [14.5470, -18.9256, 54.5794], [16.1942, -20.7528, 55.9936], [17.3916, -19.6111, 55.1094], [17.1282, -21.5258, 55.5241], [18.5268, -22.9069, 50.6020], [19.0793, -21.2393, 50.8935], [20.6095, -21.3564, 51.1793], [19.0659, -20.8044, 49.0706], [17.4667, -22.8947, 50.5903], [18.9682, -23.3291, 51.6275], [18.9072, -23.4337, 49.6016], [18.0874, -20.9816, 48.5904], [19.8477, -21.3757, 48.6658], [19.3407, -19.8098, 48.8672], [11.5950, -20.1787, 49.4487], [10.9350, -18.5265, 49.1828], [10.2266, -18.0863, 50.4864], [12.4022, -17.4632, 49.2505], [12.0950, -20.4621, 48.4474], [10.7605, -20.7832, 49.6103], [12.3077, -20.4345, 50.4085], [12.0066, -16.4552, 48.7220], [12.9981, -17.8692, 48.7175], [12.5690, -17.2986, 50.2551], [21.7264, -18.1997, 51.7631], [22.8948, -16.9535, 52.3314], [22.8152, -15.8988, 51.1696], [21.9950, -16.0572, 53.5724], [22.0009, -19.2800, 51.9073], [21.4900, -18.2389, 50.7586], [20.8014, -18.1745, 52.3812], [21.9401, -16.8259, 54.4459], [21.0505, -15.5676, 53.4292], [22.6072, -15.1809, 53.8013]], "forces_ev_per_a": [[0.01, -3.38, -2.85], [-0.17, 1.77, -2.08], [0.23, -0.63, 0.47], [1.79, -3.56, 2.37], [1.81, -0.26, -0.99], [-0.28, 0.58, 4.95], [-1.91, 2.23, -0.28], [-1.13, 1.19, -1.11], [-1.04, 0.66, 1.27], [0.93, 1.43, -1.37], [10.76, 3.33, -0.36], [1.53, 2.62, 2.28], [-0.88, -1.54, -0.28], [5.58, 5.28, 4.41], [-11.29, -7.51, 0.73], [-0.01, 1.10, 0.58], [-0.11, 2.08, -3.12], [-0.76, -1.38, 1.09], [0.79, 0.81, -2.04], [-5.48, -4.92, -3.06], [2.30, -1.13, 1.44], [0.99, -0.14, 1.35], [-0.62, 0.21, -0.62], [-1.67, 5.78, 2.47], [-0.45, -0.97, -0.30], [-1.62, 0.87, -2.25], [-0.46, 0.08, 0.64], [-3.05, 0.29, -1.30], [0.73, -1.00, -1.16], [3.86, -3.97, -0.35], [-0.21, -0.21, 3.12], [-0.43, 0.77, -0.51], [0.11, -0.25, -0.41], [-0.62, -0.22, 1.35], [-0.67, 0.10, 0.61], [1.01, -1.33, -3.03], [-0.65, 0.98, -0.95], [-0.25, -0.58, 0.26], [1.26, 1.35, 0.72], [0.27, -0.71, -1.31], [1.18, 2.99, 1.04], [-0.34, 0.14, -1.94], [-0.10, -0.43, 1.12], [0.61, 2.64, 1.35], [0.21, -0.59, -0.15], [-0.23, -0.27, 0.22], [-0.94, -1.61, -1.22], [-0.02, 0.63, 0.20], [-0.79, -2.74, -2.14], [0.15, -0.71, 1.19], [1.53, -0.19, -4.01], [0.88, 1.10, 0.28], [-0.63, -0.33, 0.01], [6.69, 3.08, -8.08], [0.50, 0.45, 0.16], [-2.05, -1.09, 1.20], [-0.45, 0.65, 1.99], [-6.91, 0.80, 9.09], [-2.13, -3.17, 0.48], [2.41, -1.32, -1.09], [2.33, -1.67, 0.64], [3.12, 0.49, -1.78], [-2.63, 0.29, -0.26], [-1.46, -0.22, 1.04], [-1.08, -0.15, 0.29], [-1.19, 0.04, -2.48], [-0.36, 1.24, 2.46], [0.56, -0.23, 0.38], [0.86, -1.24, -0.57], [0.16, 1.59, 0.26], [3.70, -0.19, 0.43], [-1.15, 1.23, 2.91], [0.63, -0.96, -1.98], [-9.79, 6.24, 2.54], [-0.61, 0.22, 1.65], [-1.53, -0.98, -0.02], [-1.49, 1.23, -2.42], [1.09, -2.24, 1.34], [8.46, -4.75, -6.50], [0.73, 0.23, 2.01], [-0.82, -2.51, 3.39], [-0.99, 2.82, -3.52], [0.77, -1.82, 1.48], [0.49, -1.62, 2.71], [0.57, 0.98, 0.34], [-0.24, 1.09, -2.22], [0.38, 0.41, -0.51], [0.02, 1.71, -0.97], [-0.86, -0.58, -1.01], [0.56, -0.53, 0.29]], "homo_energy_ev": -7.99, "max_force_ev_per_a": 13.582, "relative_energy_kcal_mol": 287.9, "multiplicity": 1, "energy_ha": -4978.2990, "total_charge": 0, "homo_lumo_gap_ev": 7.9}